[1]
C44H92FN9O6PS | the ωB97M-V functional and the def2-TZVPD basis

Structure (ORCA input):
```
! wB97M-V def2-TZVPD RIJCOSX def2/J DEFGRID3
* xyz 1 1
C 3.173 0.093 -8.422
C 2.143 1.230 -7.782
C 0.708 0.492 -7.499
C 0.605 -0.202 -5.980
C 0.799 0.910 -4.795
C 0.145 0.473 -3.332
C 0.986 -0.918 -2.929
O 2.454 -0.621 -2.810
C 3.263 -1.711 -3.363
C 4.150 -1.349 -4.728
C 5.157 -2.480 -5.431
C 6.036 -1.986 -6.765
C 5.333 -4.029 -4.826
C 4.432 -4.349 -3.470
C 3.434 -3.225 -2.762
C 2.651 -3.681 -1.395
C 1.142 -4.272 -1.651
C 2.687 -2.515 -0.197
C 0.723 1.607 -2.263
C -0.574 2.438 -1.733
C -1.677 2.817 -2.935
N -1.099 3.734 -3.990
P -2.935 3.944 -1.949
N -3.039 3.471 -0.370
N -2.307 1.546 -3.450
C -2.946 1.622 -4.819
F -2.027 1.655 -5.969
C -4.035 2.826 -5.036
C -4.407 2.912 -6.661
C -1.475 0.290 -3.323
C -1.988 -0.709 -2.082
C -2.141 -2.263 -2.682
S -2.758 -3.413 -1.334
C -2.140 -5.142 -1.691
N -1.996 -6.384 -0.839
N -1.423 -7.277 -1.773
C -1.187 -6.666 -3.145
O -1.668 -5.277 -3.093
H 4.264 0.451 -8.199
H 2.911 -0.976 -8.010
H 3.068 0.029 -9.598
H 1.956 2.009 -8.658
H 2.579 1.785 -6.848
H -0.242 1.167 -7.739
H 0.626 -0.425 -8.257
H 1.462 -1.024 -5.951
H -0.410 -0.781 -5.974
H 1.977 1.086 -4.708
H 0.384 1.936 -5.204
H 0.695 -1.338 -1.870
H 0.821 -1.787 -3.696
H 4.111 -0.274 -5.221
H 6.345 -2.874 -7.462
H 5.546 -1.078 -7.321
H 7.055 -1.570 -6.302
H 6.055 -4.832 -5.283
H 4.533 -5.420 -2.962
H 3.284 -4.585 -0.940
H 0.573 -4.256 -0.603
H 1.167 -5.408 -2.013
H 0.564 -3.645 -2.455
H 1.630 -2.040 -0.020
H 3.166 -2.978 0.789
H 3.464 -1.680 -0.545
H 1.224 1.111 -1.300
H 1.432 2.348 -2.826
H -0.263 3.462 -1.234
H -1.133 1.737 -0.946
H -0.131 3.987 -3.647
H -1.658 4.624 -4.020
H -4.276 3.868 -2.465
H -2.401 5.306 -1.887
H -2.720 4.252 0.258
H -3.139 1.397 -2.797
H -3.574 0.611 -4.932
H -5.002 2.626 -4.376
H -3.634 3.901 -4.754
H -3.527 3.535 -7.170
H -4.406 1.856 -7.166
H -5.386 3.528 -6.837
H -1.729 -0.352 -4.299
H -3.044 -0.441 -1.668
H -1.248 -0.668 -1.149
H -3.023 -2.181 -3.482
H -1.190 -2.629 -3.255
H -0.710 -7.110 -4.124
C 1.795 -1.096 6.177
C 1.367 -0.972 4.716
C 1.353 -2.321 3.960
O 2.649 -2.798 3.585
C 3.346 -3.474 4.620
N 2.232 0.012 4.048
H 2.873 -1.236 6.290
H 1.534 -0.186 6.728
H 1.289 -1.936 6.664
H 0.341 -0.585 4.714
H 0.812 -2.172 3.018
H 0.802 -3.089 4.515
H 2.675 -4.042 5.270
H 3.933 -2.762 5.201
H 4.048 -4.173 4.154
H 1.881 0.164 3.101
H 3.141 -0.434 3.900
C -1.321 1.116 11.463
C -1.749 1.240 10.003
C -1.763 -0.109 9.246
O -0.468 -0.587 8.871
C 0.230 -1.262 9.906
N -0.885 2.224 9.334
H -0.243 0.976 11.576
H -1.583 2.026 12.014
H -1.828 0.276 11.950
H -2.776 1.627 10.000
H -2.305 0.040 8.304
H -2.315 -0.877 9.801
H -0.441 -1.830 10.557
H 0.816 -0.550 10.488
H 0.932 -1.961 9.441
H -1.235 2.376 8.388
H 0.025 1.778 9.186
C 1.781 8.586 -0.957
C 1.205 7.180 -1.100
C 1.290 6.621 -2.540
O 0.315 7.159 -3.438
C 0.659 8.420 -3.990
N -0.178 7.179 -0.602
H 1.117 9.357 -1.356
H 1.944 8.825 0.100
H 2.747 8.668 -1.468
H 1.801 6.521 -0.457
H 1.084 5.545 -2.495
H 2.299 6.725 -2.954
H 1.735 8.518 -4.161
H 0.299 9.221 -3.343
H 0.147 8.520 -4.952
H -0.527 6.219 -0.608
H -0.755 7.649 -1.306
C -5.169 -3.679 7.739
C -3.858 -2.903 7.648
C -3.066 -3.180 6.349
O -2.375 -4.433 6.336
C -3.185 -5.545 5.988
N -3.050 -3.188 8.843
H -5.019 -4.733 7.988
H -5.807 -3.256 8.524
H -5.723 -3.626 6.797
H -4.114 -1.836 7.654
H -2.285 -2.414 6.261
H -3.699 -3.077 5.460
H -3.949 -5.287 5.250
H -3.644 -5.967 6.883
H -2.536 -6.315 5.558
H -2.220 -2.594 8.825
H -2.672 -4.134 8.735
*
```

E_LUMO: -2.9 eV

***

[2]
C44H94F24N4P6 | the ωB97M-V functional and the def2-TZVPD basis

Structure (ORCA input):
```
! wB97M-V def2-TZVPD RIJCOSX def2/J DEFGRID3
* xyz 0 1
C 2.402 8.180 13.183
C 3.421 7.065 13.620
N 4.802 7.548 13.832
C 5.725 7.028 14.728
C 6.920 7.657 14.544
N 6.749 8.583 13.603
C 5.471 8.547 13.177
C 7.800 9.629 13.196
H 2.465 8.293 12.101
H 2.663 9.087 13.728
H 1.411 7.925 13.558
H 3.416 6.129 13.061
H 3.036 6.712 14.577
H 5.387 6.120 15.204
H 7.913 7.597 14.966
H 4.985 9.170 12.441
H 7.538 10.634 13.528
H 7.983 9.698 12.124
H 8.754 9.310 13.617
C 11.805 13.101 10.258
C 10.624 12.840 11.236
N 9.370 12.604 10.595
C 8.043 12.619 11.162
C 7.126 12.498 10.168
N 7.769 12.192 9.040
C 9.109 12.305 9.246
C 7.268 11.930 7.654
H 11.822 14.171 10.054
H 11.863 12.671 9.258
H 12.694 12.660 10.710
H 10.562 13.629 11.985
H 10.763 11.947 11.846
H 7.864 12.813 12.209
H 6.053 12.508 10.292
H 9.921 12.077 8.572
H 6.809 12.842 7.273
H 6.387 11.296 7.755
H 7.988 11.476 6.973
C 6.189 22.285 13.039
C 7.264 21.252 12.809
C 7.233 20.155 13.852
C 8.148 18.954 13.571
P 8.183 17.548 14.762
C 7.663 18.077 16.482
C 7.656 16.997 17.588
C 7.084 17.498 18.972
C 5.714 18.195 18.867
C 6.991 16.251 14.261
C 5.774 16.782 13.612
C 4.801 15.618 13.216
C 5.370 14.634 12.207
C 9.859 16.981 14.874
C 10.537 16.467 13.572
C 11.722 15.476 13.787
C 12.841 16.115 14.620
H 6.221 22.545 14.097
H 5.220 21.906 12.712
H 6.382 23.137 12.387
H 8.186 21.770 13.075
H 7.317 20.737 11.850
H 6.201 19.808 13.899
H 7.439 20.407 14.892
H 9.191 19.257 13.486
H 7.870 18.631 12.568
H 6.644 18.425 16.314
H 8.241 18.977 16.694
H 8.607 16.578 17.915
H 7.104 16.069 17.435
H 7.805 18.176 19.430
H 7.152 16.776 19.786
H 5.810 19.244 18.588
H 5.217 18.173 19.837
H 5.142 17.635 18.127
H 6.774 15.633 15.133
H 7.534 15.645 13.535
H 5.985 17.295 12.675
H 5.251 17.381 14.357
H 3.826 15.991 12.905
H 4.649 15.181 14.202
H 5.560 15.113 11.246
H 4.595 13.913 11.946
H 6.179 14.043 12.635
H 9.752 16.072 15.466
H 10.467 17.698 15.426
H 10.723 17.406 13.051
H 9.800 15.931 12.974
H 11.990 15.111 12.796
H 11.331 14.654 14.387
H 12.596 16.363 15.653
H 13.078 17.062 14.134
H 13.705 15.452 14.635
C -0.622 10.796 7.139
C -0.108 9.504 6.435
C 1.418 9.424 6.522
C 1.916 8.133 5.804
P 3.664 7.660 5.868
C 4.048 6.292 4.714
C 5.338 5.512 4.936
C 5.104 4.070 5.452
C 6.246 3.094 5.195
C 4.773 9.111 5.398
C 4.168 10.026 4.333
C 4.998 11.315 4.238
C 4.520 12.508 5.189
C 3.978 7.119 7.488
C 3.059 5.964 8.079
C 2.136 6.482 9.166
C 1.333 5.492 9.948
H -1.610 10.579 7.545
H -0.638 11.632 6.440
H -0.025 11.052 8.014
H -0.505 9.562 5.422
H -0.553 8.679 6.991
H 1.664 9.475 7.583
H 1.852 10.290 6.022
H 1.803 8.283 4.730
H 1.228 7.290 5.879
H 3.951 6.772 3.740
H 3.201 5.629 4.542
H 5.933 6.127 5.611
H 5.939 5.530 4.027
H 4.197 3.784 4.920
H 4.844 4.110 6.510
H 5.770 2.124 5.052
H 6.859 3.022 6.094
H 6.902 3.498 4.424
H 5.631 8.706 4.861
H 5.255 9.576 6.258
H 3.145 10.351 4.526
H 4.171 9.548 3.354
H 4.694 11.713 3.270
H 6.076 11.155 4.285
H 3.451 12.705 5.106
H 5.203 13.343 5.347
H 4.613 12.030 6.164
H 3.857 8.048 8.046
H 5.060 7.030 7.389
H 3.636 5.081 8.354
H 2.435 5.400 7.385
H 1.349 7.173 8.862
H 2.668 7.028 9.945
H 0.619 5.934 10.643
H 2.021 5.006 10.639
H 0.747 4.812 9.329
P 8.608 12.931 15.744
F 9.429 11.602 15.145
F 9.961 13.768 16.211
F 8.823 13.763 14.284
F 7.691 14.094 16.236
F 7.291 12.197 15.057
F 8.445 12.252 17.226
P 10.149 13.384 5.055
F 11.193 14.665 4.949
F 11.286 12.530 5.765
F 9.662 13.993 6.545
F 9.185 12.109 5.253
F 9.006 14.384 4.356
F 10.659 13.070 3.565
P 7.739 8.173 8.663
F 6.539 9.066 9.223
F 7.072 6.761 8.986
F 7.302 8.227 7.105
F 8.966 7.305 8.144
F 8.669 9.432 8.355
F 8.476 8.166 10.204
P 2.695 11.132 10.278
F 1.170 11.641 10.583
F 3.229 12.596 10.690
F 2.765 10.805 11.911
F 4.182 10.616 10.006
F 2.272 9.647 9.788
F 2.744 11.740 8.718
*
```

E_LUMO: 0.0 eV

***

[3]
C44H97BN10O11P | the ωB97M-V functional and the def2-TZVPD basis

Structure (ORCA input):
```
! wB97M-V def2-TZVPD RIJCOSX def2/J DEFGRID3
* xyz 1 1
C -2.371 -2.751 -3.552
C -1.135 -1.838 -3.406
C -0.496 -1.738 -4.827
C -1.494 -0.375 -2.961
C -0.971 -0.115 -1.531
C -1.894 -0.911 -0.563
C -1.113 1.360 -1.074
O 0.071 2.169 -1.164
C 0.394 2.736 -2.370
C 1.493 2.074 -3.297
C 1.995 0.674 -2.905
C 2.584 0.514 -1.477
C 4.114 0.250 -1.468
N 4.638 0.568 -0.121
C 6.064 0.805 -0.203
N 6.892 -0.038 0.234
N 6.455 2.045 -0.777
N -0.644 3.248 -3.343
O -1.711 2.589 -3.922
C -2.968 3.251 -3.783
O -3.732 3.123 -4.703
C -3.382 4.032 -2.563
C -3.258 5.411 -2.643
C -3.573 6.244 -1.601
C -4.035 5.695 -0.414
C -4.193 4.333 -0.354
C -3.881 3.494 -1.395
C -0.410 4.430 -3.756
C 0.793 5.113 -3.149
B 1.964 5.518 -4.144
O 3.277 5.561 -3.812
O 1.592 5.902 -5.442
C 1.028 4.123 -1.952
C 0.005 4.702 -0.875
P 2.580 4.110 -0.927
N 2.858 5.793 -0.702
O 3.853 3.533 -1.830
H -2.105 -3.546 -4.262
H -3.229 -2.231 -3.989
H -2.614 -3.277 -2.622
H -0.372 -2.273 -2.750
H -0.396 -2.716 -5.306
H 0.501 -1.280 -4.805
H -1.137 -1.068 -5.417
H -0.897 0.259 -3.633
H -2.570 -0.200 -3.057
H 0.036 -0.497 -1.350
H -2.111 -1.919 -0.922
H -1.483 -0.959 0.451
H -2.870 -0.400 -0.497
H -2.007 1.804 -1.522
H -1.328 1.296 0.000
H 1.045 1.964 -4.298
H 2.371 2.711 -3.451
H 1.265 -0.118 -3.085
H 2.815 0.444 -3.603
H 2.321 1.308 -0.771
H 2.150 -0.410 -1.069
H 4.219 -0.836 -1.589
H 4.640 0.738 -2.298
H 4.194 1.418 0.228
H 6.383 -0.836 0.608
H 7.470 2.081 -0.752
H 6.102 2.752 -0.135
H -2.899 5.859 -3.570
H -3.446 7.312 -1.755
H -4.257 6.364 0.410
H -4.560 3.926 0.586
H -3.995 2.419 -1.290
H -0.979 4.997 -4.489
H 0.348 6.096 -2.898
H 3.777 5.674 -4.634
H 1.749 6.849 -5.553
H 0.065 5.797 -0.856
H 0.266 4.389 0.142
H -1.035 4.455 -1.105
H 3.474 6.180 -1.412
H 3.209 5.963 0.231
H 4.651 3.972 -1.508
C -8.596 3.377 0.632
C -8.491 2.561 1.917
C -9.346 3.112 3.068
O -8.809 4.257 3.704
C -9.068 5.484 3.045
N -7.077 2.452 2.295
H -8.031 4.308 0.685
H -8.196 2.809 -0.209
H -9.636 3.620 0.404
H -8.861 1.556 1.692
H -9.397 2.345 3.846
H -10.379 3.298 2.746
H -10.049 5.489 2.563
H -8.288 5.703 2.312
H -9.046 6.274 3.796
H -6.998 1.826 3.092
H -6.795 3.355 2.669
C -5.505 -5.568 2.166
C -4.231 -4.806 2.518
C -4.098 -3.457 1.796
O -3.710 -3.553 0.438
C -4.769 -3.831 -0.463
N -3.076 -5.671 2.263
H -5.451 -6.034 1.182
H -5.677 -6.366 2.888
H -6.376 -4.909 2.185
H -4.267 -4.594 3.591
H -3.299 -2.892 2.287
H -5.011 -2.856 1.895
H -5.706 -3.363 -0.147
H -4.907 -4.908 -0.577
H -4.492 -3.430 -1.438
H -2.236 -5.202 2.591
H -2.947 -5.721 1.255
C 1.860 -0.248 4.554
C 2.062 0.030 3.068
C 0.950 -0.555 2.179
O 1.038 -1.950 1.973
C 0.506 -2.744 3.024
N 3.391 -0.450 2.672
H 2.108 -1.276 4.820
H 2.506 0.399 5.149
H 0.828 -0.056 4.856
H 2.041 1.118 2.935
H 1.042 -0.106 1.183
H -0.046 -0.281 2.556
H -0.366 -2.274 3.491
H 1.270 -2.950 3.774
H 0.199 -3.699 2.600
H 3.571 -0.177 1.708
H 3.344 -1.466 2.632
C 8.124 -1.361 -4.555
C 8.328 -1.344 -3.043
C 9.662 -1.960 -2.594
O 9.697 -3.375 -2.623
C 9.967 -3.942 -3.892
N 7.185 -2.001 -2.403
H 7.859 -2.351 -4.927
H 7.312 -0.688 -4.833
H 9.024 -1.029 -5.077
H 8.335 -0.296 -2.729
H 9.822 -1.687 -1.548
H 10.506 -1.543 -3.159
H 10.660 -3.328 -4.474
H 9.042 -4.098 -4.452
H 10.422 -4.919 -3.729
H 7.276 -1.897 -1.396
H 7.285 -3.002 -2.555
C 1.012 -6.790 7.947
C 1.802 -5.644 7.324
C 0.928 -4.645 6.549
O 0.502 -5.096 5.275
C -0.636 -5.943 5.297
N 2.866 -6.204 6.484
H 0.712 -7.535 7.211
H 1.621 -7.304 8.691
H 0.114 -6.423 8.448
H 2.272 -5.091 8.143
H 1.531 -3.752 6.354
H 0.069 -4.316 7.148
H -1.336 -5.665 6.090
H -0.339 -6.988 5.408
H -1.142 -5.849 4.338
H 3.456 -5.446 6.150
H 2.430 -6.563 5.638
*
```

E_LUMO: -3.6 eV